No. 1
DFT (ωB97M-V/def2-TZVPD) results for a 2-piece molecular cluster, C4H7NO2 overall.

Output
- Kohn-Sham gap: 9.238 eV
- Highest occupied orbital energy: -8.393 eV
- Total charge: 0
- LUMO: 0.845 eV
- SMILES: C/C=C/O.N=C=O

XYZ file:
```
14
Properties=species:S:1:pos:R:3:lowdin_charge:R:1
C 1.09209 1.43989 0.79953 -0.1556
C 1.13054 0.14974 0.20866 -0.2121
C 0.33038 -0.18952 -0.84219 -0.2601
O 0.51817 -1.35943 -1.49123 -0.0353
H 0.23619 2.16488 0.44849 0.1170
H 0.80592 1.19925 1.89202 0.1006
H 2.00209 2.02843 0.78811 0.0630
H 1.99887 -0.51374 0.41408 0.1251
H -0.55010 0.33976 -1.24888 0.1207
H 1.41403 -1.76626 -1.27161 0.1375
N -2.74564 -0.75266 -0.35741 0.2009
C -1.90483 -1.07040 0.45642 -0.4271
O -1.36210 -1.24503 1.48401 0.1385
H -2.96559 -0.42491 -1.28000 0.0868
```



No. 2
DFT (ωB97M-V/def2-TZVPD) results for C5H12N2S as an isolated structure.

Output
- Kohn-Sham gap: 8.747 eV
- Highest occupied orbital energy: -8.675 eV
- Total charge: 0
- LUMO: 0.072 eV

XYZ file:
```
20
Properties=species:S:1:pos:R:3:lowdin_charge:R:1
C -0.75002 0.20695 -2.55104 -0.1008
C -0.95636 -0.06429 -1.08236 -0.4685
C -0.05349 -0.35922 0.76189 -0.3950
C 1.17399 -0.02134 1.56633 -0.4433
C -0.45896 0.84869 -0.09095 -0.7282
H 0.41444 0.17346 -2.73576 0.0806
H -1.10044 1.45783 -2.61133 0.1318
H -1.36620 -0.42633 -3.57257 0.1578
H -1.94400 -0.34788 -0.77417 0.1212
H 1.00990 -1.07098 -0.95313 0.1136
H -0.80841 -0.78175 1.40886 0.1188
H 1.89768 0.50252 0.93771 0.1081
H 0.77028 0.97939 2.01847 0.1431
H 2.80741 -1.73947 1.49862 0.2670
H 0.82378 -1.76540 2.69244 0.1476
H 0.46186 1.36684 -0.29263 0.0822
H -2.05255 1.14732 1.61035 0.0525
N 0.01877 -1.26618 -0.50953 0.0518
N 1.67776 -1.09362 2.25190 -0.0804
S -1.56544 2.25345 0.42690 0.6400
```



No. 3
DFT (ωB97M-V/def2-TZVPD) results for C16H22CdI2N4O2S2 as an isolated structure.

Output
- Kohn-Sham gap: 4.981 eV
- Highest occupied orbital energy: -5.060 eV
- Total charge: 0
- LUMO: -0.079 eV

XYZ file:
```
49
Properties=species:S:1:pos:R:3:lowdin_charge:R:1
Cd 0.00000 0.00000 0.00000 1.2249
I -2.31348 1.40206 6.77772 0.8257
C -2.06724 1.29092 4.71712 -0.7811
C -2.32965 2.39589 3.92534 -0.2510
C -2.15761 2.30655 2.53417 -0.5866
I -2.58453 4.10382 1.45684 0.7832
C -1.72590 1.12521 1.86893 -0.4915
O -1.56266 1.02740 0.60521 -0.3587
C -1.46021 0.02343 2.73366 -0.1580
C -0.97397 -1.30195 2.15698 -0.1597
N 0.33229 -1.27301 1.51090 -0.3434
C 1.41476 -0.73192 2.32001 -0.1835
C 1.83693 0.66139 1.90802 -0.2484
C 2.52226 1.48392 2.80107 -0.0004
C 2.90088 2.75865 2.38683 -0.0576
C 2.56609 3.18339 1.10666 -0.0499
C 1.89474 2.29860 0.28062 -0.1178
N 1.58138 1.03978 0.63507 -0.1530
C -1.63501 0.10929 4.13284 -0.1330
H -2.66391 3.32617 4.37075 0.0683
H -0.95325 -2.06427 2.94671 0.1209
H -1.72186 -1.66100 1.43857 0.1230
H 0.58945 -2.20890 1.11798 -0.0178
H 1.18345 -0.76759 3.39143 0.1409
H 2.29417 -1.37438 2.18415 0.1106
H 2.73838 1.14526 3.80690 0.1159
H 3.42219 3.42352 3.06655 0.1063
H 2.80113 4.18209 0.76275 0.1041
H 1.57043 2.57963 -0.71572 0.0775
H -1.42295 -0.76015 4.74685 0.0906
N -0.92725 1.42227 -3.22246 0.0790
C -0.35749 0.23020 -2.96539 -0.9937
N -1.05923 -0.83813 -3.38728 0.0837
S 1.09423 0.08896 -2.19037 0.6610
H -1.81306 1.51615 -3.69489 0.1080
H -0.44969 2.26612 -2.93040 0.0857
H -1.94583 -0.75959 -3.86100 0.1033
H -0.68495 -1.76483 -3.22441 0.0939
C 1.95510 -3.21528 1.01218 -0.2061
S 1.61309 -1.84245 -0.11548 0.7128
C 2.63785 -2.46189 -1.47163 -0.2679
O 2.28844 -0.62366 0.43992 -0.5710
H 3.02977 -3.28965 1.19445 0.0886
H 1.58297 -4.14570 0.57718 0.0863
H 1.43954 -3.02648 1.95670 0.0671
H 2.24192 -3.41859 -1.82004 0.0595
H 3.66995 -2.58330 -1.13407 0.0606
H 2.60686 -1.73849 -2.28972 -0.0270
H -0.67080 1.35908 -0.88733 -0.0246
```